{
  "formula": "C4H7NO2",
  "method": "wB97M-V/def2-TZVPD",
  "elements": ["C", "C", "C", "N", "C", "O", "O", "H", "H", "H", "H", "H", "H", "H"],
  "xyz": [[1.718, 0.091, 0.421], [0.466, -0.583, -0.099], [-0.800, -0.353, 0.766], [-1.708, 0.359, -0.118], [-0.971, 0.785, -1.245], [-1.279, 1.641, -2.023], [0.174, 0.067, -1.343], [1.533, 1.171, 0.459], [2.542, -0.084, -0.276], [2.002, -0.259, 1.417], [0.628, -1.649, -0.296], [-0.566, 0.280, 1.630], [-1.243, -1.279, 1.143], [-2.496, -0.187, -0.438]],
  "atomic_forces_ev_per_a": [[0.08, 0.00, 0.07], [0.11, -0.06, 0.16], [0.11, -0.09, 0.12], [0.02, 0.05, -0.08], [-0.17, 0.21, -0.37], [-0.01, -0.52, 0.13], [-0.02, 0.21, -0.07], [0.07, -0.15, 0.10], [-0.06, 0.02, 0.17], [-0.04, -0.03, -0.09], [0.00, 0.19, -0.07], [0.02, -0.13, -0.12], [0.12, 0.10, -0.13], [-0.23, 0.21, 0.17]],
  "nbo_charge": [-0.625, 0.076, -0.249, -0.664, 0.874, -0.560, -0.494, 0.217, 0.226, 0.214, 0.186, 0.196, 0.207, 0.396],
  "homo_lumo_gap_ev": 10.90,
  "homo_energy_ev": -10.2,
  "smiles": "C[C@H]1CNC(=O)O1"
}